{
  "formula": "C3H4NP",
  "method": "wB97M-V/def2-TZVPD",
  "symbols": ["C", "N", "C", "P", "C", "H", "H", "H", "H"],
  "positions_angstrom": [[-0.54, -0.19, 0.99], [0.73, -0.90, 0.76], [1.04, -0.75, -0.46], [0.05, 0.38, -1.41], [-1.12, 0.38, -0.07], [-1.02, -0.27, 1.91], [1.89, -1.22, -0.91], [0.98, 1.72, -0.90], [-2.01, 0.85, 0.07]],
  "nbo_charge": [-0.0068, -0.3917, -0.2084, 0.5094, -0.5674, 0.1985, 0.2028, 0.0336, 0.2300],
  "smiles": "C1=NC=[PH]=C1",
  "homo_lumo_gap_ha": 0.3344
}


{
  "formula": "C4H4N4",
  "method": "wB97M-V/def2-TZVPD",
  "symbols": ["H", "N", "C", "N", "C", "C", "N", "C", "N", "H", "H", "H"],
  "positions_angstrom": [[-2.51, 0.14, 0.89], [-1.84, -0.73, 0.92], [-1.21, -0.61, -0.24], [-1.08, 0.61, -0.81], [-0.05, 1.34, -0.63], [0.95, 0.81, 0.48], [1.54, -0.28, 0.45], [1.06, -1.40, -0.36], [-0.14, -1.61, -0.64], [0.11, 2.42, -0.73], [1.32, 1.51, 1.27], [1.84, -2.18, -0.59]],
  "nbo_charge": [0.3417, -0.6153, 0.5187, -0.4124, 0.0885, 0.0942, -0.4381, 0.2646, -0.4428, 0.2086, 0.1922, 0.2003],
  "smiles": "[H]/N=c1\\nccncn1",
  "homo_lumo_gap_ha": 0.3288
}


{
  "formula": "C25H32CrN7O5S",
  "method": "wB97M-V/def2-TZVPD",
  "symbols": ["Cr", "C", "N", "C", "C", "C", "C", "C", "N", "C", "C", "C", "C", "C", "C", "H", "H", "H", "H", "H", "H", "H", "H", "H", "H", "H", "O", "C", "O", "C", "C", "N", "N", "C", "C", "O", "O", "H", "H", "H", "N", "C", "O", "C", "C", "H", "H", "H", "H", "H", "H", "C", "C", "N", "C", "S", "N", "C", "C", "H", "H", "H", "H", "H", "H", "H", "H", "H", "H", "H", "H"],
  "positions_angstrom": [[0.70, -0.68, 0.33], [-3.24, 1.43, 1.88], [-2.15, 1.17, 0.97], [-2.07, 1.89, -0.08], [-1.06, 1.77, -1.08], [-1.04, 2.56, -2.24], [0.07, 2.16, -2.98], [0.67, 1.15, -2.23], [0.02, 0.89, -1.08], [-4.61, 1.10, 1.31], [-5.74, 1.80, 1.73], [-7.00, 1.46, 1.26], [-7.14, 0.42, 0.35], [-6.02, -0.25, -0.11], [-4.76, 0.09, 0.37], [-3.25, 2.47, 2.22], [-3.07, 0.81, 2.76], [-2.82, 2.68, -0.28], [-1.77, 3.32, -2.50], [0.41, 2.54, -3.93], [1.58, 0.62, -2.49], [-5.63, 2.62, 2.43], [-7.87, 2.00, 1.60], [-8.13, 0.15, -0.01], [-6.13, -1.04, -0.84], [-3.87, -0.41, 0.00], [5.03, -2.24, -3.05], [4.04, -3.08, -3.26], [4.16, -4.06, -3.97], [2.75, -2.78, -2.59], [1.61, -3.53, -2.69], [0.67, -2.91, -1.96], [1.12, -1.79, -1.38], [2.40, -1.70, -1.74], [3.20, -0.67, -1.06], [4.37, -0.43, -1.44], [2.63, -0.10, -0.08], [4.78, -1.48, -2.41], [1.43, -4.45, -3.23], [-0.29, -3.17, -1.80], [-2.20, -2.69, 2.44], [-1.06, -2.31, 1.81], [-1.11, -1.73, 0.72], [0.25, -2.65, 2.46], [1.36, -2.39, 1.43], [-3.06, -2.25, 2.14], [-2.14, -2.96, 3.41], [0.20, -3.69, 2.83], [0.39, -1.99, 3.32], [1.47, -3.30, 0.81], [2.31, -2.26, 1.95], [5.42, 2.88, 1.81], [4.16, 2.36, 1.12], [3.16, 2.00, 2.13], [1.84, 1.85, 1.82], [0.94, 0.60, 2.51], [1.26, 2.78, 1.03], [1.56, 4.20, 1.05], [1.69, 4.76, -0.36], [6.20, 3.07, 1.08], [5.79, 2.13, 2.52], [5.20, 3.80, 2.36], [4.39, 1.49, 0.49], [3.74, 3.13, 0.47], [3.46, 1.21, 2.69], [0.34, 2.51, 0.71], [2.49, 4.34, 1.61], [0.77, 4.73, 1.59], [2.41, 4.19, -0.94], [2.01, 5.81, -0.33], [0.73, 4.70, -0.88]],
  "lowdin_charge": [0.4723, -0.1977, 0.0175, -0.1604, -0.3352, -0.1016, -0.1198, -0.1827, 0.0013, -0.2178, -0.0561, -0.1028, -0.1145, -0.0900, -0.0390, 0.1118, 0.1103, 0.1307, 0.0873, 0.0765, 0.0916, 0.1049, 0.0942, 0.0927, 0.0980, 0.1085, 0.1058, -0.5192, 0.0646, -0.0483, -0.0003, 0.0545, 0.0184, -0.1330, -0.5427, 0.0313, -0.0887, 0.0401, 0.1315, 0.1644, 0.1721, -0.5220, -0.0496, -0.2524, -0.2759, 0.1008, 0.0994, 0.1041, 0.0815, 0.0381, 0.0356, -0.0888, -0.2354, -0.0041, -0.7929, 0.7226, 0.0179, -0.2380, -0.0823, 0.0701, 0.0691, 0.0655, 0.1017, 0.0921, 0.1076, 0.0861, 0.1025, 0.1158, 0.0692, 0.0667, 0.0644],
  "s_squared": 6.031,
  "charge": -1,
  "multiplicity": 5,
  "homo_lumo_gap_ha": [0.1739, 0.2543]
}


{
  "formula": "C25H64Cl2N3O11",
  "method": "wB97M-V/def2-TZVPD",
  "symbols": ["C", "C", "Cl", "C", "Cl", "N", "C", "N", "C", "C", "C", "C", "C", "N", "C", "C", "C", "C", "C", "H", "H", "H", "H", "H", "H", "H", "H", "H", "H", "H", "H", "H", "H", "H", "H", "H", "H", "H", "H", "C", "O", "H", "H", "H", "H", "C", "O", "H", "H", "H", "H", "C", "O", "H", "H", "H", "H", "C", "O", "H", "H", "H", "H", "C", "O", "H", "H", "H", "H", "C", "O", "H", "H", "H", "H", "C", "O", "H", "H", "H", "H", "C", "O", "H", "H", "H", "H", "C", "O", "H", "H", "H", "H", "C", "O", "H", "H", "H", "H", "C", "O", "H", "H", "H", "H"],
  "positions_angstrom": [[-0.87, -2.72, 0.95], [-1.01, -4.31, 0.53], [-2.49, -4.95, 1.52], [-1.43, -4.43, -1.05], [-2.85, -5.67, -1.14], [-0.33, -4.92, -1.97], [0.19, -6.35, -2.20], [1.29, -6.42, -3.24], [1.42, -4.97, -3.67], [2.53, -4.73, -4.85], [1.77, -5.17, -6.28], [1.80, -3.81, -7.22], [0.53, -3.79, -8.30], [-0.10, -2.41, -8.27], [-1.54, -2.08, -7.90], [-1.66, -0.43, -8.10], [-0.18, 0.12, -8.58], [0.79, -1.22, -8.66], [0.41, -3.96, -2.87], [-1.40, -2.05, 0.15], [0.26, -2.42, 1.09], [-1.49, -2.57, 1.96], [-0.10, -4.98, 0.84], [-1.84, -3.42, -1.50], [-0.15, -7.33, -1.67], [1.84, -7.21, -3.64], [3.50, -5.38, -4.67], [2.85, -3.61, -4.83], [2.28, -6.11, -6.77], [0.66, -5.51, -6.03], [2.84, -3.73, -7.74], [1.59, -2.90, -6.49], [0.95, -4.06, -9.36], [-0.27, -4.59, -7.98], [-2.35, -2.87, -7.58], [-2.62, 0.23, -7.92], [0.20, 1.19, -8.82], [1.92, -1.32, -8.97], [0.34, -2.80, -3.02], [-0.14, 1.22, 1.36], [-0.16, -0.08, 1.91], [0.04, 1.15, 0.29], [-1.10, 1.71, 1.53], [0.67, 1.80, 1.83], [-0.32, 0.01, 2.87], [1.85, 4.46, 1.38], [1.42, 3.75, 2.52], [1.66, 3.86, 0.49], [1.30, 5.40, 1.30], [2.92, 4.66, 1.45], [1.61, 4.31, 3.29], [-1.31, 4.31, 4.37], [-0.66, 5.30, 5.14], [-0.86, 3.34, 4.59], [-2.37, 4.29, 4.63], [-1.19, 4.54, 3.31], [-1.08, 6.16, 4.93], [-3.47, 5.37, 7.50], [-4.49, 5.69, 6.58], [-2.58, 5.96, 7.26], [-3.80, 5.61, 8.51], [-3.23, 4.31, 7.42], [-5.27, 5.15, 6.81], [-5.58, 8.57, 4.42], [-4.26, 8.12, 4.67], [-5.53, 9.50, 3.85], [-6.12, 7.82, 3.85], [-6.09, 8.76, 5.37], [-4.33, 7.30, 5.18], [-5.35, 2.04, 6.57], [-6.56, 2.76, 6.66], [-4.60, 2.66, 6.08], [-5.01, 1.78, 7.58], [-5.51, 1.13, 5.99], [-7.21, 2.19, 7.10], [1.89, 1.73, -11.49], [2.93, 1.20, -10.69], [1.03, 1.06, -11.45], [1.60, 2.72, -11.12], [2.24, 1.82, -12.53], [3.68, 1.82, -10.75], [2.90, -0.81, -4.44], [3.49, -1.59, -3.41], [3.22, -1.20, -5.41], [1.81, -0.86, -4.36], [3.23, 0.23, -4.34], [3.19, -1.21, -2.56], [0.96, -2.82, 4.29], [-0.25, -2.10, 4.37], [1.71, -2.20, 3.79], [1.31, -3.08, 5.29], [0.80, -3.73, 3.71], [-0.90, -2.67, 4.82], [2.84, 0.45, 4.38], [3.43, -0.33, 5.41], [3.16, 0.06, 3.42], [1.75, 0.40, 4.46], [3.17, 1.49, 4.48], [3.13, 0.05, 6.26], [4.55, -0.56, 9.16], [3.87, 0.31, 8.27], [3.82, -1.24, 9.62], [5.29, -1.14, 8.61], [5.03, 0.03, 9.95], [4.54, 0.90, 7.89]],
  "lowdin_charge": [-0.1468, -0.5883, 0.4756, -0.5665, 0.5157, -0.1051, 0.0598, 0.1078, -0.0929, -0.1320, -0.1915, -0.1760, -0.1672, -0.2148, -0.0441, -0.0774, -0.0677, -0.0441, 0.1030, 0.0925, 0.0921, 0.0792, 0.1229, 0.1432, 0.1601, 0.1728, 0.1333, 0.0934, 0.1176, 0.1148, 0.1257, 0.1087, 0.1314, 0.1228, 0.0988, 0.0793, 0.0765, 0.1190, 0.1468, -0.1427, -0.1649, 0.0788, 0.0843, 0.0523, 0.0711, -0.1487, -0.1631, 0.0761, 0.0816, 0.0799, 0.0886, -0.1681, -0.1328, 0.0788, 0.0685, 0.0727, 0.0865, -0.1439, -0.1403, 0.0801, 0.0835, 0.0700, 0.0792, -0.1688, -0.1444, 0.0774, 0.0745, 0.0760, 0.0360, -0.1652, -0.1298, 0.0661, 0.0811, 0.0773, 0.0877, -0.1738, -0.1477, 0.0715, 0.0764, 0.0776, 0.0828, -0.1656, -0.1449, 0.0747, 0.0695, 0.0852, 0.0866, -0.1513, -0.1431, 0.0722, 0.0855, 0.0686, 0.0904, -0.1681, -0.1384, 0.0808, 0.0677, 0.0766, 0.0520, -0.1492, -0.1428, 0.0825, 0.0808, 0.0788, 0.0909],
  "charge": 1,
  "homo_lumo_gap_ha": 0.2054
}


{
  "formula": "H8O4",
  "method": "wB97M-V/def2-TZVPD",
  "symbols": ["O", "H", "H", "O", "H", "H", "O", "H", "H", "O", "H", "H"],
  "positions_angstrom": [[-0.02, 1.70, 0.49], [-0.23, 2.62, 0.72], [-0.71, 1.46, -0.15], [2.04, -0.15, -0.60], [1.48, 0.52, -0.22], [1.46, -0.16, -1.37], [-0.02, -1.48, 0.74], [0.55, -1.01, 1.50], [0.72, -1.37, 0.12], [-1.91, -0.18, -0.59], [-1.42, -0.60, 0.08], [-2.60, -0.60, -0.98]],
  "nbo_charge": [-0.9815, 0.4814, 0.5010, -0.9399, 0.4884, 0.4634, -0.9645, 0.4801, 0.4885, -1.0037, 0.5091, 0.4776],
  "smiles": "O.O.O.O",
  "homo_lumo_gap_ha": 0.4413
}


{
  "formula": "C6H8",
  "method": "wB97M-V/def2-TZVPD",
  "symbols": ["C", "C", "C", "C", "C", "C", "H", "H", "H", "H", "H", "H", "H", "H"],
  "positions_angstrom": [[2.61, 0.44, -0.83], [1.39, 0.78, -0.11], [0.34, 0.66, 0.47], [-0.85, 0.07, 1.05], [-2.19, 0.08, 0.37], [-1.32, -1.13, 0.24], [3.22, -0.20, -0.18], [3.22, 1.29, -1.15], [2.34, -0.15, -1.71], [-0.85, -0.03, 2.13], [-3.06, 0.01, 1.02], [-2.33, 0.71, -0.51], [-1.56, -2.05, 0.76], [-0.80, -1.26, -0.70]],
  "nbo_charge": [-0.6785, -0.0019, -0.0252, -0.3030, -0.3995, -0.3931, 0.2326, 0.2285, 0.2308, 0.2340, 0.2173, 0.2231, 0.2157, 0.2192],
  "smiles": "CC#CC1CC1",
  "homo_lumo_gap_ha": 0.3669
}


{
  "formula": "C29H34BN11O4RuS2",
  "method": "wB97M-V/def2-TZVPD",
  "symbols": ["Ru", "C", "C", "N", "N", "C", "B", "N", "C", "C", "C", "N", "N", "C", "C", "C", "N", "H", "H", "H", "H", "H", "H", "H", "H", "H", "H", "C", "S", "C", "O", "H", "H", "H", "H", "H", "H", "C", "C", "N", "C", "C", "N", "C", "N", "N", "N", "C", "C", "C", "C", "C", "C", "H", "H", "H", "H", "H", "H", "H", "H", "H", "H", "H", "C", "C", "C", "C", "C", "C", "C", "S", "O", "O", "O", "H", "H", "H", "H", "H", "H", "H"],
  "positions_angstrom": [[1.43, 1.50, -0.88], [5.53, 2.63, -0.93], [4.19, 2.96, -0.87], [3.44, 1.84, -0.95], [4.29, 0.80, -1.05], [5.55, 1.25, -1.03], [3.71, -0.62, -1.09], [2.76, -0.63, -2.32], [2.74, -1.47, -3.36], [1.82, -1.02, -4.30], [1.30, 0.14, -3.74], [1.88, 0.38, -2.56], [2.96, -0.81, 0.25], [2.91, -1.89, 1.04], [2.12, -1.61, 2.14], [1.70, -0.30, 1.93], [2.23, 0.19, 0.81], [6.37, 3.29, -0.89], [3.75, 3.93, -0.76], [6.37, 0.56, -1.09], [4.57, -1.44, -1.23], [3.40, -2.32, -3.39], [1.58, -1.45, -5.25], [0.58, 0.82, -4.15], [3.48, -2.77, 0.79], [1.91, -2.24, 2.98], [1.09, 0.32, 2.57], [0.06, 5.75, 0.55], [1.49, 5.01, -0.23], [1.18, 5.52, -1.91], [1.17, 3.52, -0.20], [-0.81, 5.19, 0.22], [-0.01, 6.80, 0.25], [0.18, 5.68, 1.63], [1.19, 6.60, -1.95], [0.21, 5.12, -2.21], [1.97, 5.12, -2.54], [-1.01, 2.15, 1.38], [-1.46, 1.81, 0.01], [-0.67, 1.60, -1.05], [-1.49, 1.29, -2.12], [-2.77, 1.36, -1.72], [-2.74, 1.70, -0.38], [-3.96, 2.06, 0.38], [-3.90, 1.75, 1.76], [-3.68, 2.78, 2.64], [-3.73, 2.33, 3.83], [-4.01, 0.97, 3.77], [-4.20, 0.05, 4.81], [-4.52, -1.23, 4.45], [-4.65, -1.60, 3.09], [-4.47, -0.71, 2.06], [-4.15, 0.60, 2.44], [0.07, 2.27, 1.41], [-1.29, 1.36, 2.08], [-1.46, 3.07, 1.73], [-1.10, 1.03, -3.09], [-3.69, 1.19, -2.25], [-4.80, 1.56, -0.10], [-4.11, 3.14, 0.31], [-4.11, 0.36, 5.84], [-4.69, -1.97, 5.21], [-4.92, -2.63, 2.85], [-4.53, -1.01, 1.02], [0.45, -7.21, 0.59], [0.07, -5.87, 0.11], [-0.67, -4.98, 0.93], [-0.99, -3.74, 0.49], [-0.57, -3.33, -0.82], [0.15, -4.22, -1.67], [0.46, -5.46, -1.21], [-0.90, -1.67, -1.35], [-0.84, -1.71, -2.79], [-2.17, -1.36, -0.75], [0.22, -0.96, -0.73], [-0.02, -7.47, 1.54], [1.54, -7.25, 0.72], [0.20, -7.97, -0.16], [-0.99, -5.31, 1.91], [-1.57, -3.04, 1.08], [0.39, -3.89, -2.68], [0.99, -6.16, -1.84]],
  "lowdin_charge": [1.5513, -0.0090, -0.0998, -0.1178, -0.0150, -0.0149, -0.4855, -0.0119, -0.0383, -0.0191, -0.1172, -0.0937, -0.0341, -0.0580, -0.0344, -0.1247, -0.0448, 0.1159, 0.0684, 0.1425, 0.1302, 0.1372, 0.1184, 0.1137, 0.1329, 0.1061, 0.1091, -0.2133, 0.9319, -0.2216, -0.6742, 0.0658, 0.0758, 0.0713, 0.0758, 0.0733, 0.0622, 0.0012, -0.3093, -0.0600, -0.1245, -0.0267, 0.0224, -0.0391, -0.0767, 0.0452, 0.0980, -0.2224, 0.0000, -0.0693, -0.0690, -0.0046, -0.1740, 0.0448, 0.0931, 0.0767, 0.0915, 0.1429, 0.1504, 0.1463, 0.1223, 0.1099, 0.1088, 0.1085, -0.0048, -0.1621, 0.0208, 0.0184, -0.1315, 0.0093, 0.0296, 0.4229, -0.2797, -0.2834, -0.3366, 0.0961, 0.1207, 0.1140, 0.1336, 0.1285, 0.1260, 0.1373],
  "s_squared": 6.029,
  "charge": 2,
  "multiplicity": 5,
  "homo_lumo_gap_ha": [0.2760, 0.1571]
}


{
  "formula": "C3H4O2S",
  "method": "wB97M-V/def2-TZVPD",
  "symbols": ["O", "C", "C", "S", "C", "O", "H", "H", "H", "H"],
  "positions_angstrom": [[-2.50, -0.12, -0.66], [-1.45, -0.47, -0.23], [-0.63, 0.34, 0.83], [0.43, 1.24, -0.29], [1.80, 0.09, -0.49], [1.95, -1.00, -0.02], [-0.88, -1.24, -0.69], [-1.33, 0.97, 1.40], [0.04, -0.30, 1.44], [2.56, 0.48, -1.28]],
  "nbo_charge": [-0.5047, 0.4329, -0.6636, 0.2447, 0.2475, -0.5360, 0.1152, 0.2570, 0.2586, 0.1484],
  "smiles": "O=CCSC=O",
  "homo_lumo_gap_ha": 0.3795
}


Number 1: E_tot -13952.164 eV. Number 2: E_tot -10169.690 eV. Number 3: E_tot -86373.405 eV. Number 4: E_tot -78976.375 eV. Number 5: E_tot -8319.588 eV. Number 6: E_tot -6348.870 eV. Number 7: E_tot -80119.422 eV. Number 8: E_tot -18104.993 eV.